{"formula": "C5H12NOP", "method": "the ωB97M-V functional and the def2-TZVPD basis", "homo_lumo_gap_ev": [6.202, 7.063], "lumo_ev": [0.8, -1.6], "homo_energy_ev": [-5.41, -8.69], "spin_multiplicity": 3, "total_charge": 0, "e_above_lowest_kcal_mol": 0.0, "species": ["C", "C", "C", "C", "C", "N", "O", "P", "H", "H", "H", "H", "H", "H", "H", "H", "H", "H", "H", "H"], "coordinates": [[-1.88785, 0.92112, 0.32609], [-4.29537, 1.38444, -0.18139], [-3.24635, -0.90561, -0.49294], [4.87894, 0.39479, 0.78236], [-3.04170, 0.55128, -0.15654], [3.43322, 0.41081, 0.63580], [-0.82485, 1.19646, 0.77005], [2.87276, 1.17636, -0.75813], [-4.12574, 2.51374, -0.31022], [-4.76824, 1.43642, 0.72935], [-4.98302, 1.06622, -1.02318], [-2.31891, -1.44411, -0.57498], [-3.52833, -0.80747, -1.57844], [-3.83928, -1.45397, 0.13578], [5.29871, 0.79080, 1.66662], [5.40986, -0.59707, 0.62035], [5.20027, 0.97879, -0.08941], [2.43366, 0.12030, -1.49882], [3.18550, -0.40164, 1.18451], [1.69450, 1.32800, -0.10011]], "forces_ev_per_angstrom": [[1.725, 1.919, 0.845], [0.611, 2.035, -3.510], [1.727, 1.644, -3.629], [1.150, -0.746, -2.661], [-3.036, -1.733, -0.073], [2.603, -0.934, 1.717], [1.786, 0.188, 0.629], [0.257, 0.285, 1.050], [0.352, -1.596, -0.271], [-1.396, -0.730, 2.333], [0.531, 0.202, 1.192], [0.670, 0.028, 0.355], [-0.741, -0.850, 0.884], [-2.237, -1.111, 1.253], [0.063, 0.713, 1.214], [-0.942, 0.641, 0.186], [0.764, 0.195, 0.497], [-0.525, -1.065, -1.033], [-1.675, 0.236, -0.672], [-1.687, 0.681, -0.304]]}

{"formula": "C5H12NOS", "method": "the ωB97M-V functional and the def2-TZVPD basis", "homo_lumo_gap_ev": 6.240, "lumo_ev": 3.5, "homo_energy_ev": -2.70, "total_charge": -1, "smiles": "CCN[C@H](CO)C[S-]", "e_above_lowest_kcal_mol": 26.3, "species": ["C", "C", "N", "C", "C", "O", "C", "S", "H", "H", "H", "H", "H", "H", "H", "H", "H", "H", "H", "H"], "coordinates": [[-2.35193, -0.38409, -0.99104], [-1.26372, 0.67526, -1.18733], [-0.46835, 1.01909, -0.01490], [0.83023, 0.35939, 0.21679], [0.80871, -1.16143, 0.20673], [2.02568, -1.68304, -0.32261], [1.42900, 0.92431, 1.51161], [2.86023, -0.03958, 2.16911], [-3.12284, 0.01484, -0.31171], [-2.91548, -0.46088, -1.91588], [-1.92028, -1.32767, -0.69050], [-0.58585, 0.37711, -1.99542], [-1.71148, 1.59315, -1.57888], [-1.02539, 0.94483, 0.82021], [1.48615, 0.67332, -0.58308], [0.03078, -1.53896, -0.46289], [0.71430, -1.52660, 1.22331], [2.70809, -1.36202, 0.30290], [1.80785, 1.93495, 1.32717], [0.66430, 0.96801, 2.27640]], "forces_ev_per_angstrom": [[-0.353, 1.242, -0.210], [0.539, 0.080, -0.122], [-0.054, -0.091, -0.016], [-0.293, 0.514, 0.196], [0.632, -0.213, -0.634], [-0.099, -0.074, -0.199], [0.948, -0.198, -0.192], [-0.086, 0.061, -0.057], [0.462, -0.437, 0.364], [0.080, -0.456, -0.421], [-0.314, -0.221, 0.203], [0.084, -0.211, 0.192], [-0.294, 0.064, 0.080], [-0.195, 0.033, 0.240], [0.242, -0.029, -0.465], [-0.012, -0.014, 0.253], [-0.493, -0.162, 0.319], [0.002, 0.084, 0.218], [-0.419, -0.025, -0.014], [-0.379, 0.053, 0.266]]}

{"formula": "C5H12NOS", "method": "the ωB97M-V functional and the def2-TZVPD basis", "homo_lumo_gap_ev": 8.667, "lumo_ev": -3.8, "homo_energy_ev": -12.51, "total_charge": 1, "e_above_lowest_kcal_mol": 79.2, "species": ["C", "C", "C", "C", "C", "N", "O", "S", "H", "H", "H", "H", "H", "H", "H", "H", "H", "H", "H", "H"], "coordinates": [[0.29462, 0.99752, -0.72958], [-1.14065, 1.52761, -0.39105], [-2.14658, -0.48384, 1.26825], [0.47339, -1.45018, 0.12396], [2.41992, -0.32152, -0.06725], [1.03125, -0.02953, 0.17548], [-0.06966, -1.61546, -0.99075], [-2.38048, 0.09044, -0.44225], [0.10712, 0.60255, -1.75912], [1.00928, 1.84181, -0.69693], [-0.98905, 2.01856, 0.53287], [-1.35128, 2.17104, -1.22250], [-2.97177, -1.23252, 1.52407], [-2.07825, 0.44798, 1.94657], [-1.23411, -0.97338, 1.23743], [3.11411, 0.45098, -0.47032], [2.85737, -0.65899, 0.90548], [2.59662, -1.10379, -0.82973], [0.90687, 0.28162, 1.13869], [-0.44874, -2.56089, -1.25335]], "forces_ev_per_angstrom": [[0.241, 0.666, -1.391], [1.336, -3.239, -0.119], [-2.289, 1.651, 0.372], [-0.060, -1.673, 1.450], [3.755, -0.484, -0.086], [-3.102, 0.681, -1.323], [-0.793, -1.557, -2.161], [-0.034, 1.840, 0.504], [1.314, -0.040, 0.899], [-0.435, -0.290, -0.490], [-1.103, 0.785, 1.142], [-0.317, 0.534, -0.128], [1.148, 1.320, -0.168], [-0.466, -1.781, -0.808], [1.790, -1.269, 0.727], [-1.249, 0.380, 0.567], [-0.310, 0.092, -0.975], [-0.703, 0.041, 0.551], [0.077, -0.112, 0.023], [1.199, 2.454, 1.414]]}

{"formula": "C5H12NOS", "method": "the ωB97M-V functional and the def2-TZVPD basis", "homo_lumo_gap_ev": 8.313, "lumo_ev": -3.9, "homo_energy_ev": -12.26, "total_charge": 1, "smiles": "CSCC[C@H]([NH3+])C=O", "e_above_lowest_kcal_mol": 50.0, "species": ["C", "S", "C", "C", "C", "N", "C", "O", "H", "H", "H", "H", "H", "H", "H", "H", "H", "H", "H", "H"], "coordinates": [[0.31286, 3.24782, 1.49562], [0.92126, 1.55245, 0.83631], [-0.70519, 0.51786, 1.17774], [-0.81514, -0.74428, 0.14075], [0.40311, -1.00079, -0.80504], [-0.01547, -1.28805, -2.20247], [1.04557, -2.33352, -0.29131], [0.63835, -3.41287, -0.53238], [0.21017, 3.84205, 0.57365], [0.81903, 3.64475, 2.28394], [-0.65478, 3.23563, 2.09869], [-0.55131, 0.27154, 2.13009], [-1.68271, 1.12846, 1.14932], [-1.21811, -1.63086, 0.71126], [-1.65011, -0.42553, -0.43165], [1.07949, -0.14672, -0.92396], [-0.59936, -2.29474, -2.21759], [0.84928, -1.65271, -2.78957], [-0.39664, -0.41518, -2.71632], [2.00971, -2.09531, 0.31290]], "forces_ev_per_angstrom": [[-2.816, -1.767, -1.827], [-2.545, 0.775, 1.142], [0.053, 1.386, -4.549], [-0.063, 1.387, 1.766], [-0.602, -1.132, 0.839], [-0.014, -3.088, -2.628], [2.760, 2.819, 0.961], [-0.773, -0.838, -0.618], [0.112, 0.130, 0.925], [2.900, 1.085, 1.436], [0.477, -0.803, -1.577], [0.414, -1.601, 3.672], [1.814, -0.694, -0.359], [0.986, 0.609, -0.712], [-0.715, 0.104, -1.048], [0.018, -0.307, 0.677], [0.989, 3.511, -0.001], [-1.785, 1.318, 1.360], [0.133, -2.131, 0.959], [-1.344, -0.764, -0.416]]}

What did the third record say?
{"formula": "C5H12NOS", "method": "the ωB97M-V functional and the def2-TZVPD basis", "homo_lumo_gap_ev": 8.667, "lumo_ev": -3.8, "homo_energy_ev": -12.51, "total_charge": 1, "e_above_lowest_kcal_mol": 79.2, "species": ["C", "C", "C", "C", "C", "N", "O", "S", "H", "H", "H", "H", "H", "H", "H", "H", "H", "H", "H", "H"], "coordinates": [[0.29462, 0.99752, -0.72958], [-1.14065, 1.52761, -0.39105], [-2.14658, -0.48384, 1.26825], [0.47339, -1.45018, 0.12396], [2.41992, -0.32152, -0.06725], [1.03125, -0.02953, 0.17548], [-0.06966, -1.61546, -0.99075], [-2.38048, 0.09044, -0.44225], [0.10712, 0.60255, -1.75912], [1.00928, 1.84181, -0.69693], [-0.98905, 2.01856, 0.53287], [-1.35128, 2.17104, -1.22250], [-2.97177, -1.23252, 1.52407], [-2.07825, 0.44798, 1.94657], [-1.23411, -0.97338, 1.23743], [3.11411, 0.45098, -0.47032], [2.85737, -0.65899, 0.90548], [2.59662, -1.10379, -0.82973], [0.90687, 0.28162, 1.13869], [-0.44874, -2.56089, -1.25335]], "forces_ev_per_angstrom": [[0.241, 0.666, -1.391], [1.336, -3.239, -0.119], [-2.289, 1.651, 0.372], [-0.060, -1.673, 1.450], [3.755, -0.484, -0.086], [-3.102, 0.681, -1.323], [-0.793, -1.557, -2.161], [-0.034, 1.840, 0.504], [1.314, -0.040, 0.899], [-0.435, -0.290, -0.490], [-1.103, 0.785, 1.142], [-0.317, 0.534, -0.128], [1.148, 1.320, -0.168], [-0.466, -1.781, -0.808], [1.790, -1.269, 0.727], [-1.249, 0.380, 0.567], [-0.310, 0.092, -0.975], [-0.703, 0.041, 0.551], [0.077, -0.112, 0.023], [1.199, 2.454, 1.414]]}